<i>
Computed, not measured: an isolated molecule of C4H2O3, with ωB97M-V with the def2-TZVPD basis set.

Calculated values
Net charge   0
HOMO energy   -9.432 eV
Orbital gap   0.3151 Eh
LUMO   -0.8566 eV

```
9
C4H2O3 (ωB97M-V with the def2-TZVPD basis set)
C 0.194 0.458 -1.356
C 0.751 0.149 0.622
O -0.344 1.083 -2.349
C -0.685 -1.811 1.453
C 0.102 -0.860 1.164
O 0.153 1.155 -0.228
O -1.259 -2.754 1.836
H -0.586 2.018 -2.148
H 1.673 0.562 1.005
```

---

<ii>
Computed, not measured: a cluster of 2 separate species, C4H2O3 in total, with ωB97M-V with the def2-TZVPD basis set.

Calculated values
Net charge   0
HOMO energy   -8.776 eV
Orbital gap   0.3053 Eh
LUMO   -0.4671 eV
SMILES string   C=C=C=O.O=C=O

```
9
C4H2O3 (ωB97M-V with the def2-TZVPD basis set)
C -1.598 0.016 0.273
C -0.804 -1.017 0.224
C 0.047 -1.891 -0.186
O 0.910 -2.640 -0.243
H -1.846 0.708 -0.545
H -2.049 0.475 1.238
O 1.180 0.732 0.381
C 1.770 1.466 -0.241
O 2.390 2.152 -0.901
```

---

Relative stability in kJ/mol, measured from the most stable structure: <i> 250.5; <ii> 0.0

---

<i>
Computed, not measured: a cluster of 2 separate species, C2H2ClN in total, with ωB97M-V with the def2-TZVPD basis set.

Calculated values
Net charge   0
HOMO energy   -10.413 eV
Orbital gap   0.3644 Eh
LUMO   -0.4966 eV
SMILES string   C1=CN=1.Cl

```
6
C2H2ClN (ωB97M-V with the def2-TZVPD basis set)
C 0.161 -0.264 -0.232
C -0.676 0.669 -0.983
N 0.518 1.010 -0.473
H -1.542 1.147 -1.375
Cl 2.301 -0.931 2.427
H 1.704 -0.618 1.335
```

---

<ii>
Computed, not measured: an isolated molecule of C2H2ClN, with ωB97M-V with the def2-TZVPD basis set.

Calculated values
Net charge   0
HOMO energy (spin up / spin down)   -9.936 / -9.938 eV
Orbital gap (spin up / spin down)   0.2833 / 0.2834 Eh
LUMO (spin up / spin down)   -2.2269 / -2.2265 eV
SMILES string   C#CNCl

```
6
C2H2ClN (ωB97M-V with the def2-TZVPD basis set)
C 0.552 -1.227 0.614
C 0.379 -0.185 0.035
N 0.207 0.881 -0.677
Cl -1.191 2.176 0.307
H 0.373 -2.135 1.165
H -0.321 0.491 -1.444
```

---

Relative stability in kJ/mol, measured from the most stable structure: <i> 0.0; <ii> 17.0

---

<i>
Computed, not measured: an isolated molecule of CH3N3O2Si, with ωB97M-V with the def2-TZVPD basis set.

Calculated values
Net charge   0
HOMO energy   -10.817 eV
Orbital gap   0.3774 Eh
LUMO   -0.5483 eV
SMILES string   N#C[Si@H](N)[N+](=O)[O-]

```
10
CH3N3O2Si (ωB97M-V with the def2-TZVPD basis set)
N 1.142 2.896 0.459
C 0.729 1.861 0.157
Si -0.097 0.323 -0.565
N -1.451 -0.005 0.471
N 0.963 -1.166 -0.199
O 1.934 -1.528 -0.786
O 0.517 -1.816 0.769
H -0.612 0.365 -1.857
H -2.087 -0.722 0.237
H -1.039 -0.209 1.314
```

---

<ii>
Computed, not measured: an isolated molecule of CH3N3O2Si, with ωB97M-V with the def2-TZVPD basis set.

Calculated values
Net charge   0
HOMO energy   -11.181 eV
Orbital gap   0.3963 Eh
LUMO   -0.3978 eV
SMILES string   N#C[Si@H](N)[N+](=O)[O-]

```
10
CH3N3O2Si (ωB97M-V with the def2-TZVPD basis set)
N -0.536 -3.049 0.290
C -0.550 -1.909 0.187
Si -0.515 -0.161 -0.409
N 0.710 0.589 -1.259
N -0.008 0.730 1.168
O -0.692 0.698 2.150
O 1.098 1.236 1.174
H -1.923 0.300 -0.565
H 1.435 0.994 -0.535
H 0.983 0.570 -2.202
```

---

Relative stability in kJ/mol, measured from the most stable structure: <i> 14.7; <ii> 0.0

---

<i>
Computed, not measured: a structure of composition C5H12OS, with ωB97M-V with the def2-TZVPD basis set.

Calculated values
Net charge   0
HOMO energy   -7.725 eV
Orbital gap   0.3060 Eh
LUMO   0.6021 eV

```
19
C5H12OS (ωB97M-V with the def2-TZVPD basis set)
C -1.185 -0.781 0.801
C -0.695 1.805 0.777
C -0.622 0.400 -1.424
C 1.909 -1.513 0.007
C -0.725 0.453 0.085
O 2.225 1.101 -0.708
S 1.667 0.289 0.372
H -1.233 -1.574 0.173
H -0.693 -1.139 1.725
H -2.187 -0.786 1.039
H 0.233 2.211 0.535
H -0.882 1.546 1.742
H -1.539 2.465 0.499
H 0.314 0.371 -1.880
H -1.029 -0.607 -1.900
H -1.208 1.196 -1.869
H 2.855 -1.692 0.238
H 1.461 -1.675 -0.913
H 1.334 -2.070 0.700
```

---

<ii>
Computed, not measured: an isolated molecule of C5H12OS, with ωB97M-V with the def2-TZVPD basis set.

Calculated values
Net charge   0
HOMO energy   -8.437 eV
Orbital gap   0.3422 Eh
LUMO   0.8737 eV
SMILES string   CSCCCCO

```
19
C5H12OS (ωB97M-V with the def2-TZVPD basis set)
C 0.404 3.700 -1.026
S 0.936 2.528 0.250
C -0.106 0.965 0.007
C 0.411 -0.445 0.241
C -0.792 -1.391 0.340
C -0.435 -2.674 1.076
O 0.941 -3.058 0.457
H -0.614 3.858 -1.142
H 0.868 4.639 -0.948
H 0.703 3.463 -2.113
H -0.998 1.043 0.589
H -0.161 0.915 -1.199
H 1.076 -0.516 -0.648
H 1.012 -0.468 1.140
H -1.055 -1.687 -0.742
H -1.636 -1.023 0.986
H -0.336 -2.514 2.074
H -1.166 -3.394 0.566
H 0.948 -3.939 0.093
```

---

Relative stability in kJ/mol, measured from the most stable structure: <i> 92.0; <ii> 0.0

---

<i>
Computed, not measured: a cluster of 2 separate species, C5H12OS in total, with ωB97M-V with the def2-TZVPD basis set.

Calculated values
Net charge   0
HOMO energy (spin up / spin down)   -6.657 / -6.959 eV
Orbital gap (spin up / spin down)   0.2733 / 0.2844 Eh
LUMO (spin up / spin down)   0.7788 / 0.7807 eV

```
19
C5H12OS (ωB97M-V with the def2-TZVPD basis set)
C 1.019 -0.903 -1.575
C 0.751 -1.610 0.912
C 1.460 1.753 -0.308
C -1.982 0.924 1.007
C 0.970 -0.487 -0.071
O 1.175 0.670 0.354
S -2.808 -0.205 -0.131
H 0.062 -0.603 -2.097
H 1.875 -0.342 -1.990
H 1.119 -1.977 -1.800
H -0.142 -2.236 0.823
H 1.484 -2.338 0.795
H 0.897 -1.157 1.898
H 1.904 2.537 0.269
H -1.508 1.729 0.543
H 1.592 1.782 -1.364
H -1.308 0.402 1.624
H -2.892 1.219 1.678
H -3.670 0.843 -0.568
```

---

<ii>
Computed, not measured: an isolated molecule of C5H12OS, with ωB97M-V with the def2-TZVPD basis set.

Calculated values
Net charge   0
HOMO energy   -8.554 eV
Orbital gap   0.3501 Eh
LUMO   0.9731 eV
SMILES string   CSCCCCO

```
19
C5H12OS (ωB97M-V with the def2-TZVPD basis set)
C -2.877 0.580 1.527
S -1.763 -0.882 1.421
C -0.151 0.060 1.588
C 0.874 -0.539 0.603
C 0.648 -0.167 -0.870
C 1.874 -0.177 -1.782
O 1.326 -0.615 -3.076
H -3.851 0.142 1.307
H -3.007 1.050 2.508
H -2.615 1.409 0.882
H -0.325 1.065 1.200
H 0.293 -0.131 2.564
H 1.859 -0.175 0.919
H 0.968 -1.626 0.759
H 0.280 0.874 -0.897
H -0.156 -0.692 -1.374
H 2.253 0.841 -1.888
H 2.651 -0.919 -1.587
H 1.717 -0.099 -3.805
```

---

Relative stability in kJ/mol, measured from the most stable structure: <i> 322.6; <ii> 0.0

---

<i>
Computed, not measured: a cluster of 17 separate species, H34O17 in total, with ωB97M-V with the def2-TZVPD basis set.

Calculated values
Net charge   0
HOMO energy   -10.356 eV
Orbital gap   0.3769 Eh
LUMO   -0.1009 eV

```
51
H34O17 (ωB97M-V with the def2-TZVPD basis set)
O -2.614 1.571 -1.828
H -2.686 0.864 -1.203
H -2.953 2.335 -1.410
O 3.395 2.350 -1.377
H 3.061 2.196 -2.232
H 2.764 2.102 -0.719
O -0.012 0.079 0.313
H -0.528 -0.563 -0.176
H 0.842 0.133 -0.149
O 1.453 2.745 0.705
H 0.765 2.777 -0.025
H 0.949 2.801 1.495
O 2.696 -0.225 -0.209
H 2.684 -1.146 -0.010
H 2.422 -0.232 -1.149
O -0.604 -2.706 0.335
H -1.005 -2.729 -0.531
H -0.729 -3.566 0.732
O 0.417 -1.917 -2.373
H 0.126 -2.302 -3.186
H 0.575 -2.604 -1.804
O 2.270 0.607 2.550
H 2.212 1.313 1.898
H 3.035 0.863 3.036
O 0.687 -1.864 2.684
H 0.185 -1.960 1.910
H 1.484 -1.326 2.496
O -2.141 1.972 1.140
H -1.908 2.228 1.997
H -1.294 2.008 0.763
O -2.809 -0.937 -0.470
H -3.734 -1.152 -0.578
H -2.565 -1.102 0.430
O 1.459 0.479 -2.819
H 0.897 -0.286 -2.988
H 2.055 0.554 -3.545
O -2.487 -1.148 2.219
H -1.675 -0.693 2.567
H -3.101 -0.723 2.854
O -2.239 -0.713 -3.474
H -2.076 0.138 -3.861
H -2.016 -0.713 -2.575
O -0.677 2.968 -0.979
H -0.287 3.175 -1.856
H -1.281 2.285 -1.186
O -0.665 0.458 3.648
H -0.551 -0.263 4.309
H 0.059 0.298 3.063
O 2.200 -2.901 0.194
H 1.262 -2.774 0.382
H 2.684 -2.735 0.990
```

---

<ii>
Computed, not measured: a cluster of 17 separate species, H34O17 in total, with ωB97M-V with the def2-TZVPD basis set.

Calculated values
Net charge   0
HOMO energy   -10.025 eV
Orbital gap   0.3312 Eh
LUMO   -1.0113 eV

```
51
H34O17 (ωB97M-V with the def2-TZVPD basis set)
O -11.230 -13.147 18.177
H -10.821 -12.628 17.485
H -10.901 -14.035 18.039
O -13.240 -20.253 21.628
H -13.504 -20.369 22.540
H -12.300 -20.431 21.626
O -5.923 -16.402 20.204
H -5.292 -16.906 19.691
H -5.393 -15.749 20.662
O -8.059 -20.172 16.423
H -7.253 -20.563 16.087
H -8.759 -20.715 16.061
O -5.648 -18.655 23.927
H -6.559 -18.939 23.858
H -5.153 -19.465 24.053
O -9.618 -17.786 15.769
H -9.002 -17.426 15.131
H -9.111 -18.441 16.249
O -5.443 -21.833 21.923
H -5.453 -22.769 21.726
H -6.112 -21.460 21.348
O -8.374 -12.719 20.115
H -8.040 -12.847 19.227
H -7.882 -13.342 20.649
O -8.910 -21.064 19.040
H -8.117 -20.612 18.753
H -9.587 -20.773 18.428
O -8.324 -23.734 19.533
H -8.376 -22.824 19.241
H -7.701 -23.718 20.260
O -8.261 -19.114 23.918
H -8.948 -18.448 23.933
H -8.724 -19.932 23.736
O -9.802 -16.804 22.528
H -10.740 -16.632 22.603
H -9.636 -16.826 21.585
O -10.553 -21.607 21.624
H -9.915 -22.009 22.213
H -10.076 -21.480 20.804
O -9.870 -15.424 17.656
H -9.264 -15.727 18.332
H -9.635 -15.930 16.878
O -8.434 -17.561 20.066
H -7.617 -17.083 20.210
H -8.258 -18.442 20.394
O -6.130 -21.333 18.515
H -6.385 -21.186 17.604
H -5.604 -22.133 18.491
O -4.325 -18.985 19.262
H -3.791 -19.225 20.019
H -4.937 -19.714 19.159
```

---

Relative stability in kJ/mol, measured from the most stable structure: <i> 0.0; <ii> 48.0